The following is a DFT calculation (ωB97M-V with the def2-TZVPD basis set) of C35H86F3O39P6RbS as an isolated structure.

Cartesian coordinates (Å):
Rb: 10.026 16.228 16.765
C: 13.573 16.001 18.842
F: 14.650 16.825 18.781
F: 13.790 14.883 19.536
F: 12.447 16.651 19.275
S: 13.394 15.530 17.098
O: 14.719 15.149 16.718
O: 12.425 14.420 17.216
O: 12.940 16.761 16.484
C: 16.036 16.796 13.190
C: 16.614 15.721 12.235
O: 15.592 14.859 11.777
C: 14.808 15.239 10.802
O: 15.028 16.118 9.905
O: 13.706 14.562 10.875
C: 12.794 14.826 9.848
H: 16.879 17.468 13.362
H: 15.653 16.341 14.077
H: 15.199 17.377 12.708
H: 17.283 15.086 12.780
H: 17.099 16.196 11.402
H: 12.350 15.857 9.940
H: 11.976 14.163 10.007
H: 13.209 14.743 8.837
C: 8.128 17.506 10.745
C: 8.777 17.318 12.118
O: 9.809 16.379 11.852
C: 10.376 15.775 12.869
O: 10.180 16.047 14.061
O: 11.195 14.840 12.428
C: 12.050 14.353 13.522
H: 7.281 18.208 10.790
H: 7.917 16.521 10.307
H: 8.888 17.977 10.115
H: 8.016 17.021 12.810
H: 9.178 18.261 12.511
H: 12.796 13.780 13.003
H: 11.407 13.758 14.171
H: 12.385 15.220 14.085
C: 9.018 18.205 22.492
C: 9.910 18.905 21.499
O: 9.177 18.881 20.192
C: 9.870 19.111 19.108
O: 9.456 18.797 18.023
O: 11.082 19.644 19.318
C: 11.979 19.700 18.176
H: 9.605 17.856 23.327
H: 8.678 17.309 21.949
H: 8.134 18.724 22.821
H: 10.887 18.431 21.407
H: 10.102 19.980 21.684
H: 12.634 20.562 18.306
H: 11.404 19.767 17.234
H: 12.543 18.778 18.174
C: 17.864 14.074 15.761
C: 17.743 13.907 17.323
O: 18.494 15.020 17.866
C: 18.520 15.166 19.167
O: 17.925 14.482 19.946
O: 19.523 16.060 19.501
C: 19.609 16.374 20.922
H: 17.249 14.912 15.556
H: 17.649 13.202 15.192
H: 18.872 14.399 15.548
H: 18.184 13.004 17.766
H: 16.651 13.980 17.500
H: 20.369 17.167 20.993
H: 19.891 15.478 21.475
H: 18.627 16.819 21.249
C: 12.447 18.988 14.221
O: 11.750 18.725 12.914
P: 12.045 19.624 11.671
O: 11.052 19.751 10.631
O: 12.380 20.995 12.249
C: 12.489 22.127 11.321
O: 13.399 18.927 11.318
C: 13.882 19.008 9.958
H: 12.006 19.862 14.647
H: 13.509 19.194 14.082
H: 12.241 18.069 14.746
H: 11.503 22.498 11.000
H: 13.123 21.815 10.529
H: 13.018 22.855 11.944
H: 13.765 19.993 9.497
H: 13.374 18.237 9.401
H: 14.935 18.716 10.094
C: 15.729 9.283 22.023
O: 15.762 9.588 20.636
P: 14.411 10.033 19.934
O: 13.188 9.506 20.610
O: 14.440 11.561 19.848
C: 15.615 12.298 19.337
O: 14.615 9.584 18.467
C: 14.526 8.105 18.103
H: 15.093 8.435 22.273
H: 15.426 10.100 22.664
H: 16.743 9.104 22.268
H: 16.012 12.779 20.240
H: 15.252 13.026 18.623
H: 16.336 11.557 18.931
H: 14.082 7.530 18.866
H: 15.528 7.796 17.874
H: 13.982 8.129 17.181
C: 18.044 22.394 18.922
O: 16.807 21.669 18.536
P: 16.779 20.117 18.468
O: 17.013 19.421 19.731
O: 15.405 19.721 17.822
C: 14.981 20.060 16.490
O: 17.914 19.867 17.383
C: 18.643 18.612 17.372
H: 17.603 23.171 19.518
H: 18.539 22.830 18.046
H: 18.704 21.765 19.511
H: 15.626 20.857 16.105
H: 13.958 20.418 16.641
H: 14.983 19.150 15.924
H: 19.358 18.724 16.568
H: 17.956 17.752 17.235
H: 19.133 18.462 18.321
C: 18.196 9.575 13.666
O: 17.736 10.437 14.721
P: 16.847 10.028 15.902
O: 15.775 9.050 15.582
O: 17.772 9.469 16.987
C: 18.744 10.210 17.771
O: 16.334 11.295 16.516
C: 15.222 11.990 15.921
H: 18.201 8.548 14.006
H: 19.217 9.832 13.441
H: 17.458 9.620 12.866
H: 19.129 11.050 17.180
H: 19.463 9.437 17.940
H: 18.235 10.482 18.709
H: 14.344 11.309 16.015
H: 15.520 12.221 14.866
H: 15.058 12.952 16.460
C: 11.681 12.511 20.112
O: 10.357 12.915 20.516
P: 9.889 14.438 20.526
O: 9.495 15.060 19.264
O: 11.010 15.217 21.240
C: 11.540 15.002 22.634
O: 8.709 14.349 21.531
C: 7.359 14.086 20.939
H: 11.669 11.453 20.249
H: 12.343 12.904 20.841
H: 11.886 12.899 19.098
H: 10.744 14.692 23.300
H: 12.033 15.966 22.659
H: 12.252 14.149 22.567
H: 6.866 13.521 21.731
H: 7.467 13.511 20.043
H: 6.832 15.051 20.918
C: 15.731 16.739 22.102
O: 14.353 17.076 22.360
P: 13.936 18.322 23.191
O: 12.492 18.429 23.262
O: 14.764 18.230 24.473
C: 14.074 17.860 25.721
O: 14.632 19.515 22.430
C: 14.165 19.708 21.071
H: 15.740 16.062 21.242
H: 16.136 16.201 22.969
H: 16.370 17.606 21.874
H: 14.429 16.870 25.982
H: 12.996 17.842 25.537
H: 14.331 18.725 26.345
H: 13.116 20.031 21.039
H: 14.356 18.817 20.484
H: 14.775 20.515 20.645

Cartesian forces (eV/Å) of the 6 atoms listed first:
Rb -0.028 -0.032 0.342
C -0.420 0.177 -1.906
F -0.623 -0.123 1.780
F 0.219 1.061 0.779
F 1.627 -0.515 0.174
S -1.531 -1.340 0.910

Kohn-Sham gap ... 10.300 eV
Energy ... -7090.20238 Ha

The following is a DFT calculation (ωB97M-V with the def2-TZVPD basis set) of a 7-piece molecular cluster, C35H90N6O12 overall.

Cartesian coordinates (Å):
C: -6.045 -4.323 -2.113
O: -4.668 -3.966 -1.795
C: -4.533 -3.293 -0.542
C: -3.248 -2.504 -0.507
N: -3.063 -1.660 -1.687
C: -3.992 -0.559 -1.763
C: -3.995 0.058 -3.214
O: -2.651 0.429 -3.604
C: -2.606 1.307 -4.619
H: -6.016 -4.960 -2.998
H: -6.611 -3.422 -2.348
H: -6.462 -4.909 -1.294
H: -4.541 -4.158 0.121
H: -5.338 -2.574 -0.388
H: -2.480 -3.273 -0.418
H: -3.068 -1.999 0.442
H: -3.167 -2.220 -2.521
H: -3.674 0.215 -1.064
H: -4.983 -0.691 -1.328
H: -4.764 0.830 -3.234
H: -4.349 -0.784 -3.808
H: -2.832 0.782 -5.547
H: -1.540 1.508 -4.720
H: -3.143 2.254 -4.548
C: -1.160 6.114 0.193
O: 0.077 6.480 0.847
C: 0.139 6.277 2.270
C: 1.512 6.795 2.809
N: 2.522 6.081 2.085
C: 3.834 6.524 2.684
C: 5.050 6.084 1.896
O: 4.669 6.330 0.557
C: 5.736 5.971 -0.303
H: -1.388 5.079 0.448
H: -0.967 5.977 -0.872
H: -2.009 6.785 0.322
H: 0.104 5.218 2.527
H: -0.701 6.807 2.719
H: 1.471 6.629 3.886
H: 1.510 7.857 2.564
H: 2.389 6.291 1.107
H: 3.842 6.168 3.714
H: 3.925 7.610 2.705
H: 5.195 5.017 2.061
H: 5.917 6.534 2.380
H: 5.524 6.422 -1.273
H: 5.700 4.886 -0.209
H: 6.646 6.358 0.156
C: 1.530 -3.038 0.803
O: 2.890 -2.817 0.356
C: 3.010 -1.672 -0.469
C: 4.303 -1.762 -1.382
N: 5.471 -1.372 -0.622
C: 6.764 -1.206 -1.375
C: 7.227 -2.457 -2.125
O: 8.559 -2.275 -2.638
C: 8.984 -3.404 -3.409
H: 1.530 -3.758 1.621
H: 0.861 -3.363 0.006
H: 1.103 -2.111 1.186
H: 2.968 -0.884 0.283
H: 2.168 -1.549 -1.149
H: 4.187 -0.901 -2.040
H: 4.437 -2.777 -1.756
H: 5.581 -2.094 0.075
H: 7.565 -0.961 -0.677
H: 6.566 -0.382 -2.061
H: 6.534 -2.730 -2.920
H: 7.261 -3.268 -1.397
H: 8.554 -3.572 -4.397
H: 8.900 -4.361 -2.895
H: 10.039 -3.296 -3.663
C: -1.688 -2.818 -4.476
O: -2.335 -3.863 -3.802
C: -1.389 -4.653 -2.975
C: -1.938 -6.050 -2.687
N: -3.021 -6.026 -1.697
C: -3.543 -7.350 -1.484
C: -4.430 -7.252 -0.267
O: -4.952 -8.552 0.072
C: -4.057 -9.489 0.675
H: -1.305 -1.973 -3.903
H: -2.327 -2.393 -5.250
H: -0.897 -3.169 -5.139
H: -1.216 -4.310 -1.955
H: -0.447 -4.881 -3.475
H: -1.131 -6.692 -2.335
H: -2.286 -6.507 -3.613
H: -3.703 -5.305 -1.884
H: -2.814 -8.132 -1.269
H: -4.173 -7.593 -2.340
H: -5.308 -6.679 -0.568
H: -3.986 -6.797 0.619
H: -3.322 -9.885 -0.025
H: -4.669 -10.269 1.127
H: -3.505 -9.047 1.504
C: 1.209 -0.625 5.259
O: 0.438 0.346 5.907
C: -0.928 0.286 5.558
C: -1.196 0.955 4.265
N: -2.523 1.611 4.183
C: -2.644 2.542 3.090
C: -4.042 3.143 3.038
O: -4.293 4.057 4.131
C: -3.387 5.164 4.117
H: 0.711 -1.592 5.335
H: 2.131 -0.862 5.790
H: 1.439 -0.476 4.204
H: -1.378 0.944 6.300
H: -1.498 -0.622 5.756
H: -1.032 0.259 3.443
H: -0.440 1.725 4.109
H: -2.663 1.982 5.112
H: -2.459 2.047 2.137
H: -1.941 3.354 3.279
H: -4.814 2.380 3.134
H: -4.327 3.578 2.080
H: -2.968 5.501 3.169
H: -2.515 4.806 4.664
H: -3.910 5.974 4.627
C: 2.585 2.509 2.421
O: 2.486 3.585 3.346
H: 1.655 2.406 1.862
H: 3.353 2.694 1.669
H: 2.936 1.651 2.994
H: 2.615 4.416 2.883
C: -0.161 0.909 0.247
C: -0.371 0.987 -1.341
C: 0.770 1.790 -2.016
O: 0.662 3.153 -1.706
C: 1.715 4.054 -2.066
N: -0.360 -0.361 -1.818
H: -0.221 1.902 0.693
H: 0.808 0.482 0.507
H: -0.915 0.190 0.569
H: -1.353 1.359 -1.634
H: 0.665 1.723 -3.099
H: 1.715 1.332 -1.724
H: 1.398 5.012 -1.654
H: 1.770 4.394 -3.100
H: 2.697 3.765 -1.692
H: -1.045 -0.830 -1.244
H: -0.689 -0.293 -2.771

Cartesian forces (eV/Å) of the 6 atoms listed first:
C 1.384 0.273 0.155
O -1.360 0.828 -1.098
C -0.611 -0.299 -0.046
C 0.771 -1.156 -0.411
N -0.151 -0.358 0.652
C 0.862 1.938 -0.334

Spin multiplicity ... 2
Net charge ... -1
Kohn-Sham gap (spin up / spin down) ... 1.391 / 8.278 eV
Energy ... -2618.49806 Ha